The following is a quantum chemistry calculation of a structure of composition C9H19LiN3O7, from OMol25.

Calculated values
total charge = -1
gap between HOMO and LUMO = 6.938 eV

Geometry (Å):
Li (1.645827, -1.022867, 0.146765)
N (2.157404, -1.417642, -3.056084)
O (1.154653, -1.228825, -3.808530)
O (1.985747, -1.171074, -1.818276)
O (3.002318, -2.292388, -3.375659)
N (3.156722, -3.185090, 0.510602)
O (4.066700, -3.587858, -0.159729)
O (3.227461, -2.028744, 0.877839)
O (2.045432, -3.520952, 0.086698)
C (-2.556433, -0.350218, 0.802716)
C (-1.345481, -0.423065, 0.094923)
C (-1.293059, 0.126582, -1.332741)
C (-1.301626, 1.667069, -1.311151)
C (0.014919, 2.065705, -0.532547)
C (0.089402, 1.580860, 0.805340)
N (-0.165080, 0.125924, 0.767686)
O (0.197123, -0.711937, 1.892073)
C (-0.875563, 2.391147, 1.612634)
C (1.522971, 1.753910, 1.350368)
C (-1.189489, -1.951535, -0.198813)
H (-3.348715, -1.062944, 0.610007)
H (-2.953796, 0.651611, 0.677961)
H (-2.450034, -0.425888, 1.898691)
H (-2.050105, -0.269785, -1.935530)
H (-0.464243, -0.269729, -1.787440)
H (-2.233700, 2.004443, -0.899928)
H (-1.434797, 2.100710, -2.274954)
H (0.151693, 3.118227, -0.482319)
H (0.831296, 1.614087, -1.047092)
H (-0.424933, -0.633203, 2.599545)
H (-0.479926, 3.423865, 1.767919)
H (-0.980331, 1.933204, 2.606597)
H (-1.853938, 2.425765, 1.249478)
H (1.846450, 2.810125, 1.375769)
H (2.213049, 1.195576, 0.747499)
H (1.589196, 1.421059, 2.406484)
H (-1.249218, -2.513439, 0.719747)
H (-0.254358, -2.078729, -0.791128)
H (-1.993537, -2.263958, -0.795420)

Cartesian forces, eV/Å:
Li 0.430 -0.969 -0.362
N -2.738 -5.015 0.427
O 1.330 1.426 -0.066
O 0.834 1.630 0.241
O 0.207 2.380 -0.042
N -1.671 1.925 -7.479
O 4.654 -3.301 0.819
O 0.542 4.326 4.743
O -3.881 -2.340 1.995
C -3.619 2.223 3.109
C 2.830 -2.890 -3.051
C -1.410 2.560 1.594
C 1.084 -1.035 0.723
C -1.519 0.183 -3.648
C 0.383 -1.118 3.095
N 0.504 -1.612 -0.169
O 0.865 1.105 -1.191
C 1.050 0.391 2.744
C -0.524 0.560 1.199
C 2.406 1.030 0.493
H 0.092 -0.190 -0.661
H -0.729 0.281 0.067
H 0.341 -0.117 -0.167
H -1.798 -0.503 -0.597
H 2.575 -0.527 -1.009
H -0.397 0.256 1.170
H 0.914 0.227 -1.117
H 0.191 1.069 -0.247
H 0.681 -0.123 -1.029
H -0.992 0.344 0.763
H -0.374 -0.705 -0.170
H 0.121 0.239 0.119
H -1.398 0.194 -0.976
H -0.302 -0.347 -0.344
H 0.503 -0.270 -0.259
H -0.031 -0.073 -0.657
H 0.513 -0.397 0.228
H -0.490 -0.579 0.692
H -1.177 -0.237 -0.980

Mulliken charges in e: number 1, Li, carries 0.811; number 2, N, carries 0.582; number 3, O, carries -0.616; number 4, O, carries -0.476; number 5, O, carries -0.571; number 6, N, carries 1.044; number 7, O, carries -0.593; number 8, O, carries -0.745; number 9, O, carries -0.619; number 10, C, carries -1.680; number 11, C, carries 1.230; number 12, C, carries -1.478; number 13, C, carries -0.914; number 14, C, carries -1.351; number 15, C, carries 1.281; number 16, N, carries 1.318; number 17, O, carries -0.310; number 18, C, carries -1.840; number 19, C, carries -1.881; number 20, C, carries -1.953; number 21, H, carries 0.415; number 22, H, carries 0.316; number 23, H, carries 0.257; number 24, H, carries 0.596; number 25, H, carries 0.407; number 26, H, carries 0.392; number 27, H, carries 0.483; number 28, H, carries 0.550; number 29, H, carries 0.431; number 30, H, carries 0.253; number 31, H, carries 0.428; number 32, H, carries 0.330; number 33, H, carries 0.379; number 34, H, carries 0.417; number 35, H, carries 0.418; number 36, H, carries 0.349; number 37, H, carries 0.384; number 38, H, carries 0.376; number 39, H, carries 0.580


The following is a quantum chemistry calculation of a cluster of 3 separate species, C4H12O4 in total, from OMol25.

Calculated values
spin multiplicity = 2
total charge = -1
gap between HOMO and LUMO (alpha / beta) = 2.947 / 6.575 eV

Geometry (Å):
O (2.917160, -0.382804, -1.584966)
C (1.847900, -0.879946, -1.120803)
C (1.132006, -0.256898, 0.000172)
C (-0.032080, -0.922759, 0.672140)
C (0.456494, -2.285691, 1.203290)
O (-0.455407, -0.248628, 1.911641)
H (1.392600, -1.766473, -1.572126)
H (0.614644, 0.781317, -0.343188)
H (1.855551, 0.005872, 0.814661)
H (-0.939618, -1.080576, 0.085158)
H (0.787155, -2.808955, 0.324363)
H (-0.394703, -2.893595, 1.562508)
H (1.275048, -2.091797, 1.888151)
H (-1.137346, 0.398300, 1.701478)
H (-4.585731, 2.154306, -0.718992)
H (-3.115335, 2.196710, -0.528873)
O (-3.936539, 2.440609, -0.062110)
H (0.847271, 1.799596, -1.673879)
H (0.949410, 3.123844, -0.901210)
O (0.521522, 2.717577, -1.657408)

Cartesian forces, eV/Å:
O 0.833 0.695 -0.413
C -0.697 -1.041 0.188
C -0.956 2.906 0.100
C 0.076 -1.715 1.980
C -1.388 0.226 -1.043
O 0.039 0.192 -0.669
H -0.216 -0.262 -0.242
H 1.058 -1.265 0.892
H -0.439 0.141 -0.479
H 0.218 0.173 -0.449
H 0.717 -0.393 -0.277
H 0.503 0.422 0.583
H -0.075 -0.370 0.267
H 0.208 0.055 -0.126
H -0.166 0.140 0.311
H -0.089 0.285 0.533
O 0.325 -0.413 -0.845
H 0.126 0.429 0.054
H 0.124 -0.197 0.103
O -0.201 -0.007 -0.469

Mulliken charges in e: number 1, O, carries -0.742; number 2, C, carries -0.222; number 3, C, carries 0.214; number 4, C, carries 0.228; number 5, C, carries -1.393; number 6, O, carries -0.588; number 7, H, carries 0.302; number 8, H, carries -0.517; number 9, H, carries 0.051; number 10, H, carries 0.297; number 11, H, carries 0.407; number 12, H, carries 0.348; number 13, H, carries 0.326; number 14, H, carries 0.276; number 15, H, carries 0.315; number 16, H, carries 0.340; number 17, O, carries -0.671; number 18, H, carries 0.404; number 19, H, carries 0.346; number 20, O, carries -0.724


The following is a quantum chemistry calculation of a structure of composition C36H27ClN4O4PtS, from OMol25.

Calculated values
total charge = +2
gap between HOMO and LUMO = 6.418 eV

Geometry (Å):
Pt (-0.070641, -0.541016, -0.328457)
Cl (2.290619, -0.167543, 6.447926)
C (1.459016, -0.165779, 4.935793)
C (0.182761, 0.417633, 4.844834)
C (-0.506048, 0.429174, 3.657418)
C (0.038995, -0.139186, 2.508824)
O (-0.721832, -0.069887, 1.403463)
C (1.315050, -0.721353, 2.584155)
C (1.991407, -1.325938, 1.499237)
N (1.535358, -1.478332, 0.295582)
C (2.259707, -2.112724, -0.779288)
C (3.287168, -2.992423, -0.655369)
C (3.932639, -3.485094, -1.817047)
C (3.534834, -3.093794, -3.061140)
C (2.435126, -2.212278, -3.206862)
C (1.925578, -1.764120, -4.452205)
C (0.838617, -0.936712, -4.491558)
C (0.220241, -0.556293, -3.291172)
N (0.680134, -0.962074, -2.125582)
C (1.796060, -1.760401, -2.053142)
C (2.016220, -0.716940, 3.832334)
H (-0.255109, 0.865156, 5.728033)
H (-1.486387, 0.879177, 3.584245)
H (2.992124, -1.702378, 1.695282)
H (3.626211, -3.329132, 0.315853)
H (4.750565, -4.182214, -1.702547)
H (4.041158, -3.459260, -3.944780)
H (2.406124, -2.085069, -5.368094)
H (0.431347, -0.579218, -5.425761)
H (-0.664200, 0.070636, -3.273128)
H (2.998616, -1.168559, 3.891689)
O (0.883812, 1.426506, -0.280138)
C (-0.120655, 2.429191, -0.154951)
C (-1.668447, 1.594192, -0.297239)
O (-2.646957, 2.093324, 0.092337)
O (-1.400092, 0.539630, -1.022172)
C (-0.249697, 3.255948, -1.418847)
C (0.505832, 2.970962, -2.547757)
C (0.398769, 3.775327, -3.679761)
C (-0.469734, 4.849213, -3.688131)
C (-1.230408, 5.125403, -2.564100)
C (-1.124155, 4.327541, -1.431931)
C (0.020951, 3.116382, 1.171459)
C (1.329091, 3.406951, 1.580549)
C (1.570502, 4.080090, 2.772245)
C (0.503295, 4.483917, 3.560860)
C (-0.796120, 4.209683, 3.149607)
C (-1.041257, 3.528965, 1.963245)
H (1.291123, 1.357521, 0.610394)
H (1.207289, 2.146153, -2.537983)
H (1.011474, 3.570218, -4.547929)
H (-0.549112, 5.476425, -4.565474)
H (-1.908350, 5.968166, -2.563180)
H (-1.723088, 4.548654, -0.556879)
H (2.171176, 3.161924, 0.939272)
H (2.587204, 4.307654, 3.065568)
H (0.681228, 5.021089, 4.483350)
H (-1.633993, 4.526375, 3.757952)
H (-2.065176, 3.312852, 1.677044)
N (-5.187778, -5.269269, 0.063474)
C (-3.961191, -5.353211, 0.606699)
S (-3.493438, -6.564700, 1.573962)
C (-3.008860, -4.223204, 0.259927)
C (-3.348754, -3.151925, -0.558430)
C (-2.434161, -2.150901, -0.809161)
N (-1.198162, -2.196248, -0.280755)
C (-0.847728, -3.228805, 0.511029)
C (-1.723054, -4.246273, 0.787894)
H (-5.847861, -6.003575, 0.271733)
H (-5.496808, -4.520795, -0.526718)
H (-4.316296, -3.049292, -1.023923)
H (-2.678017, -1.307351, -1.430202)
H (0.152197, -3.227190, 0.914470)
H (-1.426052, -5.071577, 1.424056)

Cartesian forces, eV/Å:
Pt 2.851 -0.710 0.023
Cl -0.067 0.008 -0.131
C -0.124 0.178 0.397
C -0.084 0.058 0.005
C -0.178 0.123 0.313
C -0.552 0.045 -0.512
O -0.288 0.209 1.781
C 0.498 -0.013 0.320
C 0.394 -0.349 0.000
N 1.001 -0.671 -0.197
C -0.349 0.325 0.691
C 0.455 -0.318 -0.045
C -0.056 0.004 0.267
C -0.060 0.075 -0.128
C 0.102 -0.089 -0.287
C 0.088 -0.057 0.048
C -0.041 0.025 0.024
C -0.131 -0.024 -0.103
N 0.330 -0.192 -0.667
C -0.357 0.254 -0.210
C 0.075 -0.171 -0.558
H 0.002 -0.008 -0.016
H 0.004 0.016 0.020
H 0.000 -0.046 0.048
H 0.020 0.013 0.002
H 0.012 0.012 0.011
H -0.009 -0.004 0.001
H 0.002 -0.009 0.006
H 0.003 0.007 -0.001
H 0.065 0.026 0.007
H -0.006 0.002 -0.036
O 0.545 -1.933 0.273
C -4.141 -0.483 -0.203
C 4.403 2.319 0.717
O -1.896 -0.328 -0.203
O -4.096 0.540 -1.947
C 1.010 0.021 0.342
C 0.105 0.054 -0.198
C 0.109 -0.302 0.080
C -0.031 0.117 -0.103
C -0.141 -0.100 0.223
C -0.227 0.442 -0.048
C 0.765 0.378 -0.177
C -0.074 0.138 0.165
C -0.011 -0.113 -0.052
C -0.083 -0.035 -0.037
C 0.118 -0.047 0.033
C -0.343 -0.016 0.176
H 0.149 0.403 -0.269
H 0.067 0.041 -0.015
H -0.003 -0.036 0.002
H 0.006 0.013 0.005
H -0.008 -0.012 0.019
H 0.039 0.049 -0.031
H 0.020 0.059 0.003
H -0.023 -0.001 0.002
H -0.006 -0.003 -0.021
H 0.024 0.012 -0.017
H 0.277 0.151 0.061
N 0.143 -0.100 0.112
C -0.186 0.570 -0.444
S 0.143 -0.433 0.328
C -0.294 -0.275 0.079
C 0.074 0.031 -0.090
C 0.120 -0.218 -0.003
N -0.153 0.151 0.231
C -0.018 -0.082 -0.017
C 0.129 -0.035 0.007
H 0.028 0.049 -0.012
H -0.025 0.035 -0.027
H -0.032 0.015 -0.007
H -0.002 0.165 0.005
H -0.076 0.011 0.026
H -0.009 0.063 -0.039

Mulliken charges in e: number 1, Pt, carries 1.324; number 2, Cl, carries -0.173; number 3, C, carries -0.061; number 4, C, carries -0.633; number 5, C, carries -0.405; number 6, C, carries 0.395; number 7, O, carries -1.165; number 8, C, carries 0.637; number 9, C, carries 0.341; number 10, N, carries 0.451; number 11, C, carries 0.516; number 12, C, carries -0.914; number 13, C, carries -1.079; number 14, C, carries -0.861; number 15, C, carries 0.440; number 16, C, carries -0.640; number 17, C, carries -1.114; number 18, C, carries 0.157; number 19, N, carries 0.752; number 20, C, carries 0.627; number 21, C, carries -1.534; number 22, H, carries 0.484; number 23, H, carries 0.569; number 24, H, carries 0.402; number 25, H, carries 0.511; number 26, H, carries 0.436; number 27, H, carries 0.474; number 28, H, carries 0.485; number 29, H, carries 0.513; number 30, H, carries 0.641; number 31, H, carries 0.489; number 32, O, carries -0.782; number 33, C, carries 2.939; number 34, C, carries 0.141; number 35, O, carries -0.522; number 36, O, carries -0.701; number 37, C, carries -0.184; number 38, C, carries -0.317; number 39, C, carries -1.101; number 40, C, carries -0.575; number 41, C, carries -1.062; number 42, C, carries -0.198; number 43, C, carries -0.111; number 44, C, carries -0.408; number 45, C, carries -1.205; number 46, C, carries -0.545; number 47, C, carries -0.991; number 48, C, carries -0.444; number 49, H, carries 0.319; number 50, H, carries 0.537; number 51, H, carries 0.461; number 52, H, carries 0.433; number 53, H, carries 0.452; number 54, H, carries 0.449; number 55, H, carries 0.599; number 56, H, carries 0.478; number 57, H, carries 0.471; number 58, H, carries 0.449; number 59, H, carries 0.575; number 60, N, carries -0.266; number 61, C, carries 0.174; number 62, S, carries -0.333; number 63, C, carries 1.582; number 64, C, carries -1.098; number 65, C, carries -0.533; number 66, N, carries 0.234; number 67, C, carries -0.144; number 68, C, carries -0.895; number 69, H, carries 0.220; number 70, H, carries 0.127; number 71, H, carries 0.309; number 72, H, carries 0.575; number 73, H, carries 0.413; number 74, H, carries 0.410


| no. | total energy (Eh) |
| --- | --- |
| 1 | -1052.56034 |
| 2 | -460.50185 |
| 3 | -2885.21354 |